Entry 1:
A structure of composition ClMg2 in a non-equilibrium geometry, computed with ωB97M-V/def2-TZVPD.

Computed properties:
charge: +3
orbital gap: 3.8 eV
energy relative to the best compared isomer or geometry (same formula, charge and spin): 113.17 kcal per mole

Each line ends with the Mulliken charge.
Geometry (Å):
Mg: -9.36394 29.90744 11.23901  1.70
Mg: -12.73051 27.33607 7.39674  1.54
Cl: -9.08144 26.91220 7.66191  -0.24

***

Entry 2:
A structure of composition ClN2O10Tl in a non-equilibrium geometry, computed with ωB97M-V/def2-TZVPD.

Computed properties:
charge: 0
orbital gap: 4.3 eV
energy relative to the best compared isomer or geometry (same formula, charge and spin): 58.29 kcal per mole

Each line ends with the Mulliken charge.
Geometry (Å):
Tl: 10.06688 -11.46561 -14.58083  1.29
N: 11.24959 -8.80095 -13.63479  1.26
O: 12.41310 -8.38888 -13.78859  -0.59
O: 10.65799 -7.95424 -13.00121  -0.52
O: 10.78504 -9.76168 -14.11258  -0.57
N: 10.88962 -11.35527 -11.57480  1.09
O: 10.23919 -10.63396 -10.84175  -0.51
O: 10.82483 -11.36236 -12.75941  -0.50
O: 11.63114 -12.26036 -11.09343  -0.57
Cl: 7.61110 -11.45713 -16.59472  1.68
O: 8.50382 -12.02703 -15.61274  -0.44
O: 6.35296 -12.12799 -16.56991  -0.54
O: 7.15458 -10.19777 -16.18771  -0.54
O: 8.33446 -11.60224 -17.83490  -0.54

***

Entry 3:
A cluster of 3 separate species, ClNO5S in total in a non-equilibrium geometry, computed with ωB97M-V/def2-TZVPD.

Computed properties:
charge: 0
orbital gap (alpha / beta): 7.3 / 7.3 eV
energy relative to the best compared isomer or geometry (same formula, charge and spin): 60.92 kcal per mole

Each line ends with the Mulliken charge.
Geometry (Å):
N: 0.57499 -1.83353 -0.99268  0.90
O: 0.38281 -1.03429 -0.19751  -0.13
O: 1.30780 -2.45228 -1.65189  -0.40
O: -1.58904 1.37074 -1.28844  -0.42
O: -1.24395 3.25597 0.17507  -0.38
O: 1.80649 -0.17472 0.48018  -0.36
S: -1.09613 1.82769 0.01606  0.78
Cl: 1.64176 1.10850 1.38206  0.00

***

Entry 4:
A structure of composition ClNO7Rb3 in a non-equilibrium geometry, computed with ωB97M-V/def2-TZVPD.

Computed properties:
charge: +1
orbital gap: 7.4 eV
energy relative to the best compared isomer or geometry (same formula, charge and spin): 0.00 kcal per mole

Each line ends with the Mulliken charge.
Geometry (Å):
Rb: -22.54801 6.62923 -20.52612  0.98
Rb: -24.73597 1.01852 -20.02506  0.98
Rb: -29.68976 4.89687 -19.54650  0.97
Cl: -28.47328 2.32089 -22.11670  1.55
O: -28.29170 2.18939 -20.67158  -0.65
O: -29.87299 2.21578 -22.42761  -0.63
O: -27.89344 3.54184 -22.64377  -0.54
O: -27.73144 1.23350 -22.75169  -0.70
N: -25.73036 4.86739 -20.75718  0.73
O: -25.09362 5.61815 -21.51981  -0.63
O: -26.93401 5.02071 -20.58048  -0.45
O: -25.18508 3.84124 -20.27906  -0.61

***

Entry 5:
A structure of composition ClNO7Tl in a non-equilibrium geometry, computed with ωB97M-V/def2-TZVPD.

Computed properties:
charge: +1
orbital gap: 4.0 eV
energy relative to the best compared isomer or geometry (same formula, charge and spin): 67.16 kcal per mole

Each line ends with the Mulliken charge.
Geometry (Å):
Tl: 1.77936 -0.52950 0.31880  1.15
N: 0.82595 2.20098 0.35833  0.96
O: 1.95081 2.68612 0.61991  -0.41
O: -0.21606 2.79938 -0.00749  -0.34
O: 0.76427 1.06597 0.83161  -0.26
Cl: -1.04352 -1.65633 -0.42795  1.76
O: -1.60970 -2.64941 0.35519  -0.49
O: -0.04657 -0.99041 0.41531  -0.30
O: -0.41682 -2.22788 -1.58682  -0.59
O: -1.98771 -0.69892 -0.87689  -0.49

***

Entry 6:
A structure of composition ClO4Rb, computed with ωB97M-V/def2-TZVPD.

Computed properties:
charge: 0
orbital gap: 8.2 eV
energy relative to the best compared isomer or geometry (same formula, charge and spin): 0.00 kcal per mole

Each line ends with the Mulliken charge.
Geometry (Å):
Rb: -0.69175 0.92745 -2.83439  0.97
Cl: 0.14861 -0.19914 0.59536  1.65
O: -0.61332 -1.19193 -0.13651  -0.68
O: -0.27244 -0.14319 1.95587  -0.61
O: 1.55053 -0.48037 0.47827  -0.59
O: -0.12163 1.08718 -0.05861  -0.74

***

Entry 7:
A structure of composition ClO4Zn3 in a non-equilibrium geometry, computed with ωB97M-V/def2-TZVPD.

Computed properties:
charge: +5
orbital gap: 6.0 eV

Each line ends with the Mulliken charge.
Geometry (Å):
Zn: 6.37218 8.84925 5.80285  1.91
Zn: 2.53059 3.04793 6.21654  1.71
Zn: 4.38287 6.26591 2.24990  1.52
Cl: 4.65706 5.48021 5.45326  1.83
O: 4.99222 5.51312 4.00587  -0.40
O: 3.38854 6.22896 5.53199  -0.58
O: 4.43002 4.12528 5.90458  -0.55
O: 5.70096 6.01697 6.23883  -0.45

***

Entry 8:
A structure of composition CoH8O8P in a non-equilibrium geometry, computed with ωB97M-V/def2-TZVPD.

Computed properties:
⟨S²⟩: 3.758
charge: -1
orbital gap (alpha / beta): 4.3 / 4.2 eV
2S+1: 4
energy relative to the best compared isomer or geometry (same formula, charge and spin): 0.00 kcal per mole

Each line ends with the Mulliken charge.
Geometry (Å):
Co: 0.11712 -0.07320 -0.11156  0.82
P: -2.07142 1.26679 -0.24214  1.00
O: -2.51367 2.31806 -1.22565  -0.84
O: -0.65877 1.61441 0.45900  -0.67
O: -1.61103 -0.08181 -0.98284  -0.70
O: -3.08811 0.92339 0.84481  -0.86
O: 0.84502 -1.90431 -0.89342  -0.48
H: 1.22598 -2.58282 -0.33348  0.26
H: 0.76110 -2.27917 -1.77196  0.26
O: 1.19138 1.01111 -1.64145  -0.45
H: 1.78280 0.62845 -2.29108  0.24
H: 1.15561 1.95841 -1.79486  0.29
O: 1.89256 0.13381 1.28605  -0.53
H: 2.84428 0.21951 1.35796  0.25
H: 1.50433 0.60997 2.02746  0.33
O: -0.90560 -1.10902 1.50993  -0.43
H: -0.63902 -1.79503 2.12193  0.22
H: -1.83256 -0.85855 1.68130  0.29

***

Entry 9:
A structure of composition Cr2F4H24O16P2 in a non-equilibrium geometry, computed with ωB97M-V/def2-TZVPD.

Computed properties:
⟨S²⟩: 12.093
charge: +4
orbital gap (alpha / beta): 3.6 / 5.5 eV
2S+1: 7
energy relative to the best compared isomer or geometry (same formula, charge and spin): 88.05 kcal per mole

Each line ends with the Mulliken charge.
Geometry (Å):
Cr: 1.04781 2.59271 -1.46902  0.52
Cr: 1.10680 -1.53454 2.75046  0.63
O: 1.96903 2.22847 0.36842  -0.31
P: 2.51805 1.59636 1.62871  0.25
O: 1.90595 0.37065 2.35306  -0.32
F: 2.74103 2.82735 2.60707  -0.17
F: 4.07758 1.33299 1.34199  -0.21
O: 0.19473 -0.94895 0.93190  1.58
P: -0.44197 -0.41217 -0.29957  -0.47
O: 0.21500 0.79410 -1.01208  1.64
F: -1.95063 -0.13523 0.06797  -0.13
F: -0.50413 -1.50613 -1.39270  -0.14
O: -3.22091 2.42206 -0.16259  -0.57
H: -3.67572 2.17174 -0.96678  0.29
H: -3.89489 2.83848 0.37460  0.28
O: -0.79742 2.63332 1.09288  -0.47
H: -1.61515 2.34031 0.69077  0.19
H: -0.98475 3.52092 1.39834  0.28
O: 1.67514 -3.29796 -1.29788  -0.63
H: 1.41907 -2.99824 -2.17014  0.26
H: 0.90328 -3.75612 -0.96536  0.32
O: -0.88567 0.61841 3.13671  -0.49
H: -1.82113 0.72309 2.96296  0.32
H: -0.60577 1.47235 3.46635  0.27
O: 2.91063 -1.11227 0.25008  -0.45
H: 2.77038 -1.89847 -0.27761  0.26
H: 3.78457 -0.81005 0.00286  0.25
O: 1.28418 -3.22341 1.65120  -0.41
H: 1.90753 -3.92770 1.82906  0.36
H: 0.78269 -3.53170 0.89642  0.17
O: -0.85429 -2.06689 3.14027  -0.38
H: -1.70577 -2.22574 2.73286  0.24
H: -0.99311 -2.25653 4.06817  0.38
O: -3.64453 0.10528 2.06339  -0.64
H: -3.48586 -0.80501 1.81356  0.30
H: -3.54301 0.59871 1.24947  0.36
O: 0.34329 0.94145 -3.76958  -0.49
H: -0.27219 0.24123 -3.98667  0.28
H: 0.54650 1.35153 -4.61028  0.30
O: -1.02667 2.86007 -2.00000  -0.44
H: -1.51897 3.66613 -1.84455  0.28
H: -1.62761 2.30362 -2.49544  0.25
O: -1.51799 -3.13159 -3.24726  -0.61
H: -1.29338 -2.53751 -2.53112  0.46
H: -0.67745 -3.48507 -3.53843  0.31
O: 2.54191 1.21287 -2.08382  -0.27
H: 2.44417 0.40339 -2.58524  0.23
H: 3.46987 1.43380 -2.16322  0.32

***

Entry 10:
A structure of composition Cr2I, computed with ωB97M-V/def2-TZVPD.

Computed properties:
⟨S²⟩: 20.225
charge: +3
orbital gap (alpha / beta): 6.1 / 8.8 eV
2S+1: 9
energy relative to the best compared isomer or geometry (same formula, charge and spin): 0.00 kcal per mole

Each line ends with the Mulliken charge.
Geometry (Å):
Cr: -0.78566 -2.33070 1.02281  1.36
Cr: -0.00677 2.34493 -1.22627  1.34
I: 0.79243 -0.01423 0.20345  0.30

***

Entry 11:
A structure of composition CrHO2S in a non-equilibrium geometry, computed with ωB97M-V/def2-TZVPD.

Computed properties:
⟨S²⟩: 6.143
charge: +1
orbital gap (alpha / beta): 7.8 / 7.8 eV
2S+1: 5
energy relative to the best compared isomer or geometry (same formula, charge and spin): 0.00 kcal per mole

Each line ends with the Mulliken charge.
Geometry (Å):
S: 1.42433 0.67481 -0.10946  0.90
O: -0.07797 0.58255 0.00877  -0.49
Cr: -1.31361 -0.88868 0.40042  0.82
O: 2.05601 -0.52351 0.43997  -0.32
H: -2.08877 0.15484 -0.73971  0.09

***

Entry 12:
A structure of composition CrN6O18 in a non-equilibrium geometry, computed with ωB97M-V/def2-TZVPD.

Computed properties:
⟨S²⟩: 3.782
charge: -3
orbital gap (alpha / beta): 6.5 / 6.9 eV
2S+1: 4
energy relative to the best compared isomer or geometry (same formula, charge and spin): 24.18 kcal per mole

Each line ends with the Mulliken charge.
Geometry (Å):
Cr: -0.01139 0.30466 0.72700  0.65
N: 0.43415 -0.99524 2.99290  1.33
O: 1.10749 -0.01831 2.52413  -0.45
O: 0.89242 -1.77255 3.79600  -0.74
O: -0.71031 -1.02906 2.50293  -0.51
N: 2.97643 0.00270 -0.81862  0.75
O: 3.32100 -1.16126 -1.05399  -0.63
O: 2.12810 0.20750 0.09253  -0.23
O: 3.46597 0.94071 -1.44913  -0.64
N: -3.16251 -0.13456 -0.38492  0.67
O: -3.16009 -0.58913 -1.50903  -0.52
O: -2.06664 0.09199 0.22365  -0.29
O: -4.21002 0.13367 0.22999  -0.70
N: -0.31591 2.77357 1.61292  1.50
O: -0.93866 1.74640 2.00983  -0.48
O: 0.54417 2.43960 0.76546  -0.51
O: -0.56643 3.88917 1.99258  -0.71
N: 0.10385 -2.68398 -0.88638  0.68
O: -0.74835 -2.77233 -1.75629  -0.58
O: 0.98824 -3.53220 -0.73512  -0.66
O: 0.09179 -1.69612 -0.09000  -0.13
N: -0.03876 0.95964 -2.71249  0.62
O: 0.77842 1.67829 -3.29861  -0.66
O: -0.84014 0.26169 -3.33080  -0.59
O: -0.06282 0.95515 -1.44453  -0.18

***

- Which value of charge does entry 4 give?
  +1

***

- Among the records above, which one has the highest charge?
  ClO4Zn3

***

- What is the formula in the eleventh record?
  CrHO2S

***

- The highest charge belongs to which entry?
  ClO4Zn3